1.
Molecular formula: C21H27CaO2Si
Method: DFT, ωB97M-V with the def2-TZVPD basis set

```
! wB97M-V def2-TZVPD RIJCOSX def2/J DEFGRID3
* xyz -1 1
C -2.474 0.685 1.545
C -1.254 1.100 2.322
C -0.541 1.904 1.440
H -1.025 0.759 3.285
C -1.224 1.969 0.163
C -2.390 1.157 0.196
H -3.096 0.976 -0.544
H -3.270 -0.016 1.922
H 0.387 2.384 1.672
H -0.866 2.491 -0.698
C 0.642 -2.355 0.919
C -0.513 -2.574 1.605
C -1.698 -2.449 0.532
H -0.760 -2.489 2.664
C -1.037 -2.250 -0.726
C 0.369 -2.262 -0.487
H 1.121 -2.137 -1.236
H 1.581 -2.339 1.399
H -2.758 -2.429 0.738
H -1.563 -2.196 -1.628
Ca -0.379 -0.230 0.392
O 2.297 1.349 -1.742
C 3.156 2.336 -1.004
C 2.772 2.565 -2.511
H 2.625 2.910 -0.275
H 4.156 2.005 -0.823
H 1.983 3.281 -2.664
H 3.396 4.306 -4.389
C 3.970 3.392 -4.490
C 3.734 2.356 -3.547
C 4.468 1.156 -3.685
H 4.272 0.348 -2.991
C 5.395 1.011 -4.707
H 5.944 0.081 -4.801
C 5.621 2.047 -5.616
H 6.345 1.928 -6.412
C 4.896 3.236 -5.493
H 5.060 4.043 -6.201
C -4.876 -1.736 2.209
Si -3.147 -1.793 2.928
C -3.033 -0.824 4.486
C -2.881 -3.579 3.318
O -1.957 -1.050 1.902
H -5.529 -2.188 2.985
H -4.965 -2.342 1.299
H -5.248 -0.727 2.012
H -3.778 -1.273 5.177
H -2.037 -0.918 4.937
H -3.283 0.230 4.345
H -2.927 -4.210 2.425
H -1.958 -3.779 3.872
H -3.723 -3.862 3.981
*
```

Values from the calculation:
- E_tot (Ha) = -1933.7750

***

2.
Molecular formula: C4H7N2
Method: DFT, ωB97M-V with the def2-TZVPD basis set

```
! wB97M-V def2-TZVPD RIJCOSX def2/J DEFGRID3
* xyz 1 1
C -0.233 1.636 0.100
C -0.659 -0.749 0.106
C 1.847 0.183 0.136
C 0.234 0.378 0.193
N 2.517 -0.830 -0.097
N -1.943 -0.819 -0.030
H -1.270 1.798 -0.297
H 0.162 2.622 0.315
H -0.191 -1.720 0.164
H 2.363 1.056 0.215
H 2.231 -1.743 -0.345
H -2.668 -0.132 -0.117
H -2.391 -1.680 -0.341
*
```

Values from the calculation:
- E_tot (Ha) = -265.7785
- SMILES = [H]/N=C\C(=C)C=[NH2+]